Computed, not measured: a single C19H23N3O5 molecule at a distorted geometry, with wB97M-V/def2-TZVPD.

As for the SMILES: COc1ccc(CCC(=O)NNC(=O)Nc2ccc(OC)c(OC)c2)cc1. The value obtained for the electronic energy is -34764.6101 eV. The calculation puts the LUMO energy at 0.002 Ha. Its frontier orbital gap is 7.629 eV.

```
50
Properties=species:S:1:pos:R:3:forces:R:3
C -2.047 -3.256 3.262 -7.86 -5.49 5.85
O -0.880 -3.637 3.075 8.54 -4.09 -5.14
C -0.514 -3.969 1.646 -2.55 0.18 0.32
C -1.457 -3.822 0.386 9.57 -3.19 2.99
C -0.802 -4.195 -0.779 -1.42 1.41 -0.62
C 0.614 -4.667 -1.020 -9.59 2.78 11.47
C 0.832 -4.967 -2.231 7.88 2.10 -7.13
C 1.624 -3.653 -2.854 6.36 -4.66 2.07
C 0.977 -2.505 -2.992 -8.08 8.38 -5.07
O 0.359 -2.061 -4.150 2.76 -1.75 5.24
N 0.725 -1.785 -1.871 0.81 1.25 3.71
N -0.078 -0.657 -1.788 -4.01 -1.13 -9.28
C 0.101 0.385 -1.059 8.92 -1.27 7.97
O 1.147 0.144 -0.047 -4.97 1.17 -4.22
N -0.474 1.549 -1.186 -3.30 -2.38 -5.70
C -0.298 2.741 -0.581 -7.56 3.85 -2.44
C -1.546 3.797 -0.976 7.59 1.09 8.70
C -1.273 5.150 -0.462 -4.54 -5.62 -6.21
C -0.395 5.351 0.400 7.46 0.52 13.46
O -0.312 6.516 1.457 -2.22 -0.51 -5.04
C -1.286 7.598 0.802 14.23 3.61 0.62
C 0.358 4.289 1.208 -1.02 -1.26 -7.40
O 1.142 4.585 2.208 -2.03 1.40 -1.20
C 1.947 3.566 2.564 6.85 2.60 1.74
C 0.502 2.965 0.404 -0.68 7.27 4.29
C 1.138 -4.783 0.194 7.14 -2.69 0.13
C 0.719 -4.537 1.471 -1.18 1.87 1.36
H -2.181 -3.023 4.333 -0.05 -0.19 -0.17
H -3.012 -4.015 3.013 2.38 1.15 0.45
H -2.272 -2.483 2.809 -2.47 7.96 -4.72
H -2.291 -3.373 0.581 -5.13 2.31 0.19
H -1.477 -3.926 -1.625 0.90 -0.70 -0.01
H 1.510 -5.680 -2.492 2.04 -2.43 -0.11
H 0.136 -5.027 -2.885 -5.43 -0.64 -3.69
H 2.084 -3.993 -3.763 0.00 0.13 -0.60
H 2.553 -3.253 -2.172 -1.80 -1.89 -1.09
H 1.059 -1.783 -0.849 0.55 -0.97 -1.85
H -0.486 -0.516 -2.935 1.30 -0.74 3.96
H -1.134 1.437 -2.119 1.79 1.35 3.17
H -1.713 3.518 -1.855 -2.67 -1.35 -7.50
H -1.737 5.939 -0.913 -1.62 1.94 -1.01
H -0.628 7.859 -0.157 -2.91 -0.70 1.32
H -0.857 8.382 1.521 -1.81 -0.40 -1.03
H -2.102 7.219 1.031 -8.15 -2.65 0.71
H 2.800 3.289 1.903 -1.05 0.30 -0.75
H 1.507 2.726 2.851 -2.20 -3.45 1.48
H 2.615 4.041 3.369 -1.33 -1.06 -0.34
H 1.084 2.271 0.750 3.38 -3.90 1.77
H 2.266 -5.192 0.242 -2.24 0.74 -0.42
H 1.452 -4.559 2.283 -0.57 -0.31 -0.22
```
Positions in Å, forces in eV/Å.

***

Computed, not measured: a molecular structure, C19H23N3O8Ru at a distorted geometry, with wB97M-V/def2-TZVPD.

Its spin multiplicity is 5. The value obtained for the electronic energy is -43485.5793 eV. The calculation puts the LUMO energy (alpha / beta) at -0.293 / -0.367 Ha. The net charge is +2. Its frontier orbital gap (alpha / beta) is 8.044 / 6.030 eV.

```
54
Properties=species:S:1:pos:R:3:forces:R:3
Ru -0.268 -0.006 0.528 -0.36 0.45 0.16
O -2.517 -0.409 0.757 0.15 -0.11 -0.12
C -2.833 -1.298 1.875 -0.06 -0.05 0.09
C -2.615 -2.755 1.520 0.05 0.03 -0.06
C -1.215 -3.052 0.956 -0.04 0.06 0.04
C -0.111 -2.684 1.903 0.04 0.09 0.01
C 0.358 -3.576 2.853 0.01 -0.04 -0.06
C 1.363 -3.202 3.727 0.02 0.01 0.02
C 1.894 -1.918 3.651 0.03 -0.03 0.03
C 1.386 -1.054 2.717 -0.07 -0.02 -0.04
N 0.404 -1.430 1.861 0.03 -0.09 0.11
H -3.073 -0.640 -0.003 0.02 0.05 -0.02
H -3.863 -1.112 2.178 -0.01 0.03 -0.05
H -2.182 -0.965 2.683 -0.01 0.01 0.01
H -3.352 -3.073 0.779 -0.03 0.00 0.03
H -2.805 -3.344 2.420 0.02 -0.02 -0.01
H -1.084 -2.529 0.008 0.03 -0.06 -0.05
H -1.134 -4.112 0.719 -0.03 -0.01 0.04
H -0.065 -4.571 2.885 0.00 0.00 0.01
H 1.734 -3.904 4.462 0.00 0.00 0.00
H 2.685 -1.591 4.310 0.00 0.00 0.00
H 1.743 -0.037 2.633 0.00 0.00 -0.01
O 0.169 -0.969 -1.204 0.02 0.00 -0.10
C 0.370 0.156 -1.806 -0.07 -0.08 0.03
O -0.023 1.175 -1.112 0.22 -0.08 0.35
C 1.032 0.273 -3.082 -0.05 0.01 -0.02
C 1.695 1.464 -3.391 -0.15 0.03 -0.09
C 2.366 1.535 -4.589 -0.24 0.09 -0.08
C 2.383 0.492 -5.498 -0.03 0.01 -0.02
C 1.701 -0.664 -5.158 -0.04 0.00 0.00
C 1.035 -0.810 -3.964 0.07 -0.02 0.03
N 1.694 -1.801 -6.111 0.20 -0.14 0.04
O 2.318 -1.657 -7.132 -0.07 0.05 -0.02
O 1.084 -2.789 -5.766 -0.07 0.05 -0.02
N 3.100 2.782 -4.911 0.88 -0.37 0.35
O 3.658 2.821 -5.979 -0.28 0.14 -0.17
O 3.188 3.598 -4.019 -0.33 0.16 -0.10
H 1.695 2.314 -2.724 0.03 -0.01 0.01
H 2.908 0.576 -6.440 0.00 0.00 0.00
H 0.527 -1.739 -3.746 0.01 0.00 0.02
C -2.038 2.378 3.213 0.11 -0.17 -0.10
C -0.972 2.576 2.141 -0.19 0.47 0.31
C 0.213 3.376 2.660 0.03 -0.17 -0.08
C -1.553 3.167 0.868 0.08 -0.20 -0.09
O -0.459 1.225 1.843 0.18 -0.30 -0.49
H -2.422 3.358 3.493 -0.03 0.00 0.03
H -1.619 1.904 4.101 0.00 0.03 0.01
H -2.864 1.776 2.834 -0.02 0.04 0.00
H -0.144 4.366 2.942 0.03 0.03 0.01
H 0.976 3.490 1.890 0.00 0.02 0.01
H 0.651 2.905 3.539 -0.02 0.03 0.02
H -2.001 4.129 1.113 -0.01 0.02 0.00
H -2.335 2.525 0.458 -0.02 0.03 0.02
H -0.782 3.329 0.116 -0.01 0.02 0.01
```
Positions in Å, forces in eV/Å.

***

Computed, not measured: a single C19H23N5O7 molecule, with wB97M-V/def2-TZVPD.

As for the SMILES: CCOC(=O)c1[nH]c(=O)[nH]c1CN(Cc1ccco1)Cc1[nH]c(=O)[nH]c1C(=O)OCC. The value obtained for the electronic energy is -41861.1181 eV. The calculation puts the LUMO energy at 0.018 Ha. Its frontier orbital gap is 8.462 eV.

```
54
Properties=species:S:1:pos:R:3:forces:R:3
C -0.941 -4.542 1.947 0.23 0.29 -0.22
C -0.280 -3.966 0.703 -0.46 -0.39 -0.08
O 0.523 -2.831 1.028 0.35 0.18 0.11
C -0.095 -1.639 1.078 -0.31 0.22 -0.04
O -1.257 -1.463 0.788 0.05 -0.12 -0.01
C 0.817 -0.600 1.533 -0.24 0.56 0.26
N 2.160 -0.831 1.800 -0.17 -0.14 -0.11
C 2.765 0.313 2.244 0.11 0.05 0.09
O 3.915 0.483 2.557 0.67 0.09 0.15
N 1.742 1.254 2.269 -0.13 -0.06 0.01
C 0.567 0.713 1.820 -0.31 -0.79 -0.07
C -0.703 1.474 1.702 -0.14 -0.07 0.03
N -0.647 2.469 0.627 0.14 0.17 0.05
C -1.914 3.185 0.508 -0.13 -0.18 0.10
C -3.064 2.335 0.066 0.20 0.35 -0.84
C -3.537 2.025 -1.176 0.26 0.24 0.54
C -4.610 1.121 -0.979 -0.17 -0.21 0.49
C -4.705 0.947 0.365 -0.43 -0.32 -0.73
O -3.777 1.674 1.005 0.18 0.15 0.46
C -0.195 1.887 -0.635 0.01 -0.11 0.00
C 1.296 1.897 -0.661 0.27 -0.63 -0.38
N 1.982 3.013 -0.265 -0.11 -0.06 -0.14
C 3.357 2.805 -0.308 -0.05 0.11 -0.08
O 4.212 3.604 -0.024 0.53 0.43 0.21
N 3.481 1.522 -0.761 0.01 -0.28 -0.08
C 2.230 0.953 -0.978 -0.52 0.37 0.00
C 2.113 -0.421 -1.444 -0.01 0.03 0.07
O 3.049 -1.183 -1.532 0.02 0.05 -0.04
O 0.846 -0.741 -1.754 0.00 0.25 0.05
C 0.624 -2.053 -2.273 0.07 -0.50 -0.23
C 0.935 -2.124 -3.760 0.01 0.19 0.38
H -1.495 -5.438 1.683 -0.07 -0.11 0.00
H -0.190 -4.794 2.691 0.04 -0.06 0.07
H -1.629 -3.815 2.372 -0.08 0.01 0.04
H -1.040 -3.668 -0.025 0.18 -0.08 0.05
H 0.408 -4.685 0.254 -0.07 0.12 0.01
H 2.631 -1.705 1.640 0.10 0.11 0.04
H 1.882 2.214 2.537 0.10 -0.07 -0.04
H -1.508 0.744 1.541 0.12 0.13 0.08
H -0.894 2.017 2.633 -0.04 -0.09 0.00
H -2.141 3.614 1.487 -0.01 0.09 -0.08
H -1.770 3.999 -0.206 -0.11 -0.04 0.08
H -3.178 2.397 -2.114 0.14 0.14 -0.16
H -5.219 0.670 -1.734 -0.18 -0.14 -0.09
H -5.364 0.354 0.968 -0.04 -0.05 0.17
H -0.565 0.867 -0.792 -0.01 0.15 -0.06
H -0.564 2.513 -1.452 -0.02 -0.04 0.00
H 1.544 3.860 0.058 0.13 -0.05 0.06
H 4.349 1.022 -0.861 0.02 0.12 0.08
H 1.249 -2.764 -1.722 -0.17 0.08 -0.02
H -0.433 -2.251 -2.081 0.12 0.01 0.05
H 0.692 -3.114 -4.136 -0.03 -0.11 -0.07
H 0.353 -1.384 -4.302 -0.07 0.03 -0.09
H 1.993 -1.935 -3.927 0.06 -0.02 -0.06
```
Positions in Å, forces in eV/Å.

***

Computed, not measured: a single C19H23N5S molecule, with wB97M-V/def2-TZVPD.

As for the SMILES: Cc1sc2nc(CN3CCCC3)nc(NCc3ccncc3)c2c1C. The value obtained for the electronic energy is -38362.8118 eV. The calculation puts the LUMO energy at 0.018 Ha. Its frontier orbital gap is 8.456 eV.

```
48
Properties=species:S:1:pos:R:3:forces:R:3
C -6.261 -0.171 0.217 0.01 0.05 -0.03
C -4.775 -0.283 0.285 0.42 -0.08 0.05
S -4.074 -1.633 1.150 0.10 0.39 -0.24
C -2.478 -1.066 0.788 -0.12 0.46 -0.28
N -1.382 -1.691 1.196 0.27 -0.48 0.34
C -0.243 -1.128 0.832 -0.55 -0.25 0.09
C 1.027 -1.767 1.310 0.18 -0.04 0.06
N 2.092 -1.633 0.349 0.10 -0.12 0.04
C 3.376 -2.108 0.823 0.13 0.05 0.03
C 4.233 -2.090 -0.440 0.00 -0.06 0.14
C 3.239 -2.438 -1.561 -0.05 0.00 -0.03
C 1.857 -2.330 -0.902 -0.18 -0.04 -0.18
N -0.132 -0.034 0.097 -0.08 0.20 -0.44
C -1.223 0.605 -0.309 -0.25 -0.48 0.38
N -1.010 1.743 -1.007 -0.22 0.43 -0.31
C 0.336 2.114 -1.392 0.13 -0.14 -0.04
C 1.258 2.135 -0.200 0.40 0.38 0.13
C 0.887 2.780 0.975 0.17 -0.03 -0.14
C 1.767 2.775 2.043 -0.32 0.17 -0.03
N 2.960 2.206 2.005 0.35 -0.06 0.46
C 3.318 1.608 0.881 0.06 -0.05 -0.32
C 2.513 1.542 -0.243 -0.15 0.33 0.08
C -2.509 0.113 0.025 0.32 -0.52 0.33
C -3.845 0.550 -0.250 -0.41 -0.08 0.05
C -4.192 1.781 -1.029 -0.01 -0.15 0.10
H -6.717 -1.006 0.740 -0.17 -0.01 0.00
H -6.602 0.755 0.681 -0.09 0.00 0.02
H -6.603 -0.182 -0.818 -0.09 -0.02 -0.01
H 1.334 -1.248 2.224 -0.04 -0.07 0.04
H 0.806 -2.819 1.570 0.05 0.14 -0.03
H 3.753 -1.447 1.605 0.03 -0.05 0.08
H 3.311 -3.134 1.230 0.00 0.03 0.01
H 5.061 -2.794 -0.384 0.06 0.04 0.01
H 4.639 -1.091 -0.591 0.06 0.03 0.02
H 3.335 -1.745 -2.396 0.01 -0.03 -0.05
H 3.406 -3.444 -1.943 -0.01 0.03 -0.05
H 1.144 -1.764 -1.503 -0.05 -0.10 -0.04
H 1.435 -3.336 -0.727 0.01 0.04 0.01
H -1.784 2.178 -1.476 0.07 -0.04 0.06
H 0.732 1.410 -2.135 0.01 0.12 0.04
H 0.289 3.111 -1.839 0.00 -0.13 0.00
H -0.077 3.260 1.059 -0.11 0.02 0.03
H 1.508 3.254 2.979 -0.11 0.06 0.03
H 4.302 1.159 0.888 0.08 -0.10 -0.10
H 2.846 1.021 -1.126 0.04 -0.13 -0.11
H -3.737 2.662 -0.576 -0.02 0.12 -0.04
H -5.268 1.926 -1.044 -0.05 0.10 -0.06
H -3.851 1.694 -2.062 -0.01 0.08 -0.10
```
Positions in Å, forces in eV/Å.

***

Computed, not measured: a single C19H23NO4 molecule, with wB97M-V/def2-TZVPD.

As for the SMILES: CCC/C(O)=C1\C(=O)C[C@H](c2ccccc2)C\C1=N/[C@H](C)C(=O)O. The value obtained for the electronic energy is -29757.2656 eV. The calculation puts the LUMO energy at 0.018 Ha. Its frontier orbital gap is 9.239 eV.

```
47
Properties=species:S:1:pos:R:3:forces:R:3
C -5.526 -1.210 -1.464 -0.08 0.04 0.20
C -5.315 -1.297 0.043 0.17 0.05 -0.13
C -3.866 -1.626 0.401 -0.52 0.09 -0.01
C -2.916 -0.489 0.190 0.00 -0.09 -0.02
O -3.483 0.652 -0.097 -0.19 -0.28 0.12
C -1.531 -0.618 0.292 -0.08 0.15 -0.06
C -0.947 -1.913 0.632 0.06 -0.12 0.05
O -1.610 -2.886 0.950 0.15 -0.15 0.07
C 0.564 -2.051 0.593 -0.04 -0.11 -0.19
C 1.239 -1.007 -0.285 0.02 0.03 0.22
C 2.738 -1.159 -0.282 -0.05 0.01 -0.15
C 3.411 -1.490 -1.452 -0.07 0.01 0.02
C 4.787 -1.638 -1.463 0.10 -0.02 -0.05
C 5.512 -1.455 -0.299 0.09 -0.02 -0.04
C 4.853 -1.125 0.873 0.05 0.01 0.08
C 3.478 -0.979 0.881 -0.03 0.01 0.00
C 0.806 0.364 0.229 0.08 0.03 -0.18
C -0.678 0.546 0.087 0.05 0.02 0.05
N -1.239 1.668 -0.191 -0.53 0.06 0.01
C -0.563 2.916 -0.426 0.18 0.16 -0.22
C -0.050 3.027 -1.866 -0.13 0.07 0.18
C 0.488 3.250 0.624 -0.15 -0.07 0.53
O 0.465 2.866 1.762 -0.02 -0.01 0.00
O 1.431 4.083 0.168 0.32 0.36 -0.41
H -4.923 -0.412 -1.888 0.03 0.06 -0.11
H -5.248 -2.147 -1.942 0.01 -0.10 -0.09
H -6.570 -1.006 -1.689 -0.08 0.01 -0.12
H -5.953 -2.084 0.449 0.01 0.03 0.07
H -5.602 -0.354 0.507 -0.10 -0.06 0.06
H -3.793 -1.922 1.451 0.11 -0.06 -0.08
H -3.522 -2.492 -0.169 0.03 0.05 0.13
H -2.730 1.343 -0.190 0.42 0.05 -0.02
H 0.797 -3.065 0.262 -0.08 0.04 0.06
H 0.921 -1.960 1.623 0.04 0.01 0.02
H 0.878 -1.125 -1.314 0.05 0.00 0.05
H 2.850 -1.635 -2.365 -0.07 -0.01 -0.08
H 5.292 -1.896 -2.382 0.04 -0.02 -0.07
H 6.586 -1.570 -0.304 0.08 -0.01 0.00
H 5.413 -0.981 1.786 0.04 0.01 0.07
H 2.981 -0.721 1.804 -0.07 0.03 0.11
H 1.343 1.151 -0.304 0.00 -0.04 0.06
H 1.053 0.461 1.290 0.05 0.02 -0.03
H -1.338 3.688 -0.288 0.28 -0.03 -0.01
H -0.875 2.840 -2.550 -0.04 -0.02 -0.04
H 0.344 4.022 -2.045 0.04 0.04 -0.09
H 0.732 2.299 -2.063 0.07 -0.05 -0.03
H 2.048 4.312 0.881 -0.25 -0.19 0.07
```
Positions in Å, forces in eV/Å.

***

Computed, not measured: a molecular structure, C19H24BN6O2S3SbSe4Zr, with wB97M-V/def2-TZVPD.

The value obtained for the electronic energy is -335523.5968 eV. The calculation puts the LUMO energy at 0.150 Ha. The net charge is -2. Its frontier orbital gap is 5.618 eV.

```
61
Properties=species:S:1:pos:R:3:forces:R:3
Zr -0.420 -0.482 -0.693 0.41 0.08 0.90
B -1.872 -2.990 1.845 0.00 -0.03 -0.03
N -1.685 -3.525 0.404 0.08 0.01 0.06
C -1.923 -4.772 -0.015 -0.01 -0.03 -0.02
C -1.682 -4.843 -1.375 0.02 0.03 0.02
C -1.285 -3.552 -1.712 -0.03 -0.03 -0.02
N -1.292 -2.762 -0.637 0.02 0.06 -0.09
N -0.532 -2.362 2.305 0.04 -0.11 -0.03
C 0.107 -2.557 3.464 -0.01 0.02 0.00
C 1.239 -1.762 3.483 0.01 0.01 -0.06
C 1.209 -1.104 2.252 -0.03 -0.02 0.07
N 0.139 -1.474 1.552 -0.21 0.17 -0.16
H -2.113 -3.933 2.567 0.01 0.00 0.00
H -2.747 -2.168 1.870 -0.04 0.05 -0.01
H -2.255 -5.517 0.689 0.00 0.00 0.00
H -1.779 -5.696 -2.023 0.00 0.00 0.00
H -1.004 -3.152 -2.672 -0.01 0.01 -0.01
H -0.293 -3.246 4.190 0.00 0.00 -0.01
H 1.978 -1.679 4.261 0.00 0.00 0.00
H 1.896 -0.389 1.837 0.05 0.04 0.00
O 0.039 1.084 0.577 -0.09 -0.29 -0.19
C 0.890 2.060 0.758 0.04 0.03 -0.03
C 1.139 2.537 2.055 0.01 0.02 -0.01
C 2.037 3.564 2.272 0.00 0.00 -0.01
C 2.715 4.146 1.203 -0.01 0.00 0.02
C 2.482 3.676 -0.077 0.02 0.01 -0.01
C 1.585 2.638 -0.318 -0.01 0.02 0.01
C 1.367 2.120 -1.658 -0.06 0.05 0.08
N 0.836 0.951 -1.989 0.07 -0.09 -0.06
C 0.862 0.887 -3.370 0.02 0.09 -0.11
C 1.384 2.031 -3.864 -0.06 -0.02 0.03
N 1.742 2.786 -2.770 0.06 -0.05 -0.07
H 0.607 2.069 2.873 0.00 0.01 0.00
H 2.214 3.915 3.282 0.00 0.00 0.00
H 3.419 4.952 1.368 0.00 0.00 0.00
H 3.032 4.109 -0.904 0.01 -0.01 -0.01
H 0.437 0.058 -3.902 0.03 -0.02 -0.02
H 1.439 2.395 -4.872 0.04 0.00 -0.01
H 1.886 3.780 -2.790 -0.04 0.01 0.02
C -4.339 -0.358 0.201 0.07 0.00 0.05
S -2.773 0.485 0.438 0.17 0.07 -0.08
C -2.739 0.722 2.221 -0.08 -0.06 -0.06
H -5.134 0.311 0.526 -0.02 -0.01 0.01
H -4.360 -1.302 0.742 -0.02 -0.02 -0.01
H -4.442 -0.513 -0.872 0.03 0.01 -0.02
H -2.808 -0.230 2.745 0.01 -0.01 0.03
H -3.561 1.380 2.505 0.01 0.00 0.03
H -1.791 1.205 2.445 0.02 -0.01 -0.01
C 4.094 0.474 0.118 0.08 0.10 0.11
O 2.931 -0.234 -0.294 -0.05 0.02 0.03
C 3.074 -1.276 -1.128 0.03 -0.02 0.08
S 4.561 -1.757 -1.677 0.00 -0.10 -0.13
S 1.594 -2.065 -1.480 -0.09 -0.11 0.00
H 3.739 1.220 0.825 -0.02 0.03 0.02
H 4.571 0.957 -0.736 -0.01 -0.01 0.01
H 4.810 -0.204 0.583 -0.03 0.02 -0.03
Se -1.980 2.178 -5.706 0.08 -0.07 -0.02
Sb -2.670 2.092 -3.381 -0.06 0.08 -0.04
Se -2.016 -0.429 -2.628 -0.33 0.05 -0.33
Se -5.057 1.910 -3.004 -0.04 -0.02 0.08
Se -1.505 3.642 -1.910 -0.05 0.01 0.04
```
Positions in Å, forces in eV/Å.

***

Which value of electronic energy does entry 2 give?
-43485.5793 eV